Entry 1:
Computed, not measured: C20H19F3LiN3O2S2 as an isolated structure, with ωB97M-V/def2-TZVPD.

```
! RIJCOSX wB97M-V def2-TZVPD def2/J DEFGRID3
* xyz 0 1
Li -0.43383 0.56863 0.03017
F 3.03664 0.06599 4.04280
C 3.64927 0.61481 2.98123
F 4.97325 0.36369 3.13676
F 3.51621 1.94603 3.08710
C 3.14376 0.05401 1.67933
C 3.99849 -0.69855 0.90193
C 3.54609 -1.26810 -0.28166
C 2.22865 -1.04693 -0.62428
N 1.38697 -0.32400 0.10762
C 1.79728 0.24190 1.27066
S 0.62764 1.15735 2.14124
H 5.02098 -0.84509 1.22239
H 4.19148 -1.86752 -0.90720
H 1.81796 -1.46727 -1.53693
N -6.39968 -2.01721 -1.49781
C -5.34000 -1.17460 -1.66126
O -5.13522 -0.58350 -2.70114
C -4.44443 -0.99998 -0.47136
C -4.82083 -1.26956 0.83751
C -3.91008 -1.05393 1.85701
C -2.65026 -0.57780 1.53424
N -2.28084 -0.30951 0.27887
C -3.16374 -0.51007 -0.69523
H -6.94634 -2.20976 -2.32038
H -6.41638 -2.69342 -0.75644
H -5.82051 -1.61466 1.07132
H -4.16819 -1.24069 2.88971
H -1.89734 -0.38897 2.29141
H -2.85849 -0.26857 -1.70583
C 6.11045 2.23525 -0.60525
C 4.64373 2.56450 -0.59535
C 4.09430 3.35247 0.40845
C 2.73208 3.61506 0.44271
C 1.92292 3.10511 -0.55609
C 2.44656 2.31732 -1.57085
C 3.80322 2.05264 -1.58474
S 0.16771 3.39075 -0.46466
C 0.05167 4.57064 -1.81250
O -0.51031 2.16407 -1.02584
H 6.58583 2.52256 0.33154
H 6.62266 2.75420 -1.41797
H 6.26478 1.16492 -0.75169
H 4.72911 3.72626 1.20191
H 2.29734 4.16926 1.26510
H 1.78348 1.88732 -2.31195
H 4.21832 1.41828 -2.35930
H 0.42756 4.10340 -2.72125
H 0.63871 5.45210 -1.55811
H -0.99893 4.83253 -1.92312
*
```

The value obtained for the relative energy (zero: lowest compared OMol25 entry of this formula, charge and spin) is 3.92 kJ/mol. The lowest unoccupied orbital energy comes out at 0.007 Ha. Its HOMO-LUMO gap is 7.36 eV. The molar mass is 461.46 g mol⁻¹.



Entry 2:
Computed, not measured: a 3-piece molecular cluster, C19H33ClF9NO4P overall in a non-equilibrium geometry, with ωB97M-V/def2-TZVPD.

```
! RIJCOSX wB97M-V def2-TZVPD def2/J DEFGRID3
* xyz 0 2
C 1.04897 2.76163 0.82048
C 2.12327 1.76894 0.33194
C 3.47369 2.40665 0.69988
C 2.08968 0.42376 1.08830
C 1.35160 -0.75800 0.47189
C -0.15684 -0.94898 0.82942
C -0.77512 0.08941 1.75250
C -2.13292 -0.38568 2.27953
F -2.73883 -1.29060 1.45514
F -1.93794 -1.03205 3.47035
C -3.13684 0.77018 2.56392
F -2.48002 1.90401 2.88646
F -3.89956 0.42103 3.63067
C -4.15982 1.08406 1.43464
F -4.84254 2.18845 1.84631
F -5.04470 0.06500 1.30482
C -3.57718 1.44791 0.04700
F -3.07305 0.36968 -0.57134
F -2.61664 2.39188 0.17235
F -4.57651 1.94556 -0.71163
P 2.29527 -2.24535 1.09611
O 1.26344 -3.44621 0.66723
Cl 1.91594 -2.04141 3.13976
C 1.60537 -0.80406 -1.03927
C 1.36592 0.51367 -1.76042
C -0.12061 0.83934 -1.89861
C 1.90420 0.32676 -3.20512
N 2.14322 1.63416 -1.15935
O 1.84046 2.74885 -1.72105
H 0.91513 2.59028 1.88292
H 0.10130 2.64983 0.31181
H 1.41955 3.76674 0.69293
H 4.25969 1.79791 0.25871
H 3.62067 2.43061 1.77263
H 3.55638 3.38724 0.25001
H 1.77488 0.63142 2.10062
H 3.13236 0.10955 1.18261
H -0.75737 -1.01150 -0.06875
H -0.29181 -1.90684 1.31986
H -0.18315 0.22209 2.64838
H -0.92701 1.05365 1.28540
H 0.77963 -3.78105 1.42712
H 1.03123 -1.59503 -1.50484
H 2.66690 -1.02725 -1.16005
H -0.58954 -0.06008 -2.28966
H -0.28052 1.61959 -2.62745
H -0.60506 1.04917 -0.95445
H 2.41939 1.21959 -3.52703
H 2.61551 -0.48703 -3.22457
H 1.09572 0.14738 -3.90136
C 7.34793 0.26024 -3.68366
C 5.95074 0.25938 -3.09158
O 4.95504 0.54128 -4.07189
H 7.56205 1.22384 -4.14583
H 8.09954 0.06343 -2.91794
H 7.43886 -0.50403 -4.45898
H 5.85764 1.03338 -2.33111
H 5.73706 -0.70782 -2.62130
H 5.00912 -0.13700 -4.75003
C -6.79231 -2.46156 2.42698
C -6.79632 -3.72544 1.58749
O -8.04654 -3.92605 0.93233
H -7.58504 -2.49956 3.17438
H -5.83582 -2.33084 2.93586
H -6.97309 -1.58415 1.80319
H -6.63404 -4.60145 2.21294
H -5.99643 -3.68921 0.83948
H -8.20418 -3.16928 0.36293
*
```

The expectation value of S² is 0.75. The lowest unoccupied orbital energy (spin up / spin down) comes out at 0.018 / 0.002 Ha. Its HOMO-LUMO gap (spin up / spin down) is 9.24 / 9.47 eV. The molar mass is 576.89 g mol⁻¹.



Entry 3:
Computed, not measured: a 2-piece molecular cluster, C6H14N3O overall in a non-equilibrium geometry, with ωB97M-V/def2-TZVPD.

```
! RIJCOSX wB97M-V def2-TZVPD def2/J DEFGRID3
* xyz 1 1
C -1.60073 2.13309 0.06591
C 2.27997 0.02801 -0.11833
C 3.72034 -0.04708 -0.31998
C 1.80013 0.74911 1.05170
C -3.49069 -0.95585 0.13277
C -1.96438 -0.84920 0.30450
N -1.51193 1.21860 -0.70845
N -1.32916 -0.16560 -0.82825
N 1.37827 -0.50491 -0.88050
O -1.51279 3.16853 0.58927
H 4.35780 0.14795 0.49591
H 4.03578 0.66757 -0.99008
H 4.03638 -0.94740 -0.65149
H 1.33642 -0.06480 1.73799
H 0.89523 1.46779 0.89327
H 2.53914 1.20270 1.58910
H -4.10583 -0.73672 1.01925
H -3.72337 -0.17118 -0.49655
H -3.96622 -1.85965 -0.27319
H -1.86300 -0.49157 1.31929
H -1.65521 -1.81677 0.23868
H -1.56717 -0.58093 -1.72987
H 1.62412 -1.23883 -1.53114
H 0.28687 -0.35287 -0.90982
*
```

The value obtained for the relative energy (zero: lowest compared OMol25 entry of this formula, charge and spin) is 196.40 kJ/mol. The lowest unoccupied orbital energy comes out at -0.149 Ha. Its HOMO-LUMO gap is 9.07 eV. The molar mass is 144.20 g mol⁻¹.